No. 1
{"formula": "C9H14S", "method": "ωB97M-V/def2-TZVPD", "total_charge": 0, "homo_lumo_gap_ev": 9.85, "e_lumo_ha": 0.03276, "e_homo_ev": -9.0, "symbols": ["C", "C", "C", "C", "C", "C", "C", "H", "H", "H", "H", "H", "H", "H", "H", "C", "C", "S", "H", "H", "H", "H", "H", "H"], "xyz": [[-1.684, -0.174, -1.141], [-0.300, -0.352, -1.684], [0.433, -1.531, -1.471], [1.791, -1.559, -1.772], [2.472, -0.423, -2.188], [1.727, 0.673, -2.557], [0.365, 0.729, -2.273], [-2.357, -0.991, -1.397], [-2.076, 0.778, -1.491], [-1.432, -0.057, -0.080], [-0.062, -2.473, -1.235], [2.213, -2.559, -1.698], [3.545, -0.538, -2.301], [2.257, 1.468, -3.084], [-0.202, 1.629, -2.452], [-0.481, 1.327, 2.387], [-0.402, 0.064, 3.285], [-2.006, -0.724, 3.476], [-0.169, 2.252, 2.899], [-1.457, 1.297, 1.890], [0.307, 1.330, 1.638], [0.245, -0.690, 2.855], [0.027, 0.392, 4.243], [-2.755, 0.134, 4.152]], "nbo_charge": [-0.635, 0.016, -0.236, -0.197, -0.235, -0.198, -0.237, 0.223, 0.211, 0.229, 0.210, 0.210, 0.215, 0.214, 0.208, -0.640, -0.532, -0.045, 0.216, 0.221, 0.215, 0.229, 0.217, 0.119]}

---

No. 2
{"formula": "C24H34N8PbS", "method": "ωB97M-V/def2-TZVPD", "total_charge": 4, "homo_lumo_gap_ev": [5.36, 3.90], "e_lumo_ha": [-0.50738, -0.56090], "e_homo_ev": [-19.2, -19.2], "symbols": ["Pb", "C", "C", "C", "C", "C", "C", "N", "N", "C", "C", "C", "C", "C", "N", "H", "H", "H", "H", "H", "H", "H", "H", "H", "N", "C", "C", "N", "C", "C", "N", "H", "H", "H", "H", "H", "C", "C", "C", "C", "N", "C", "S", "N", "C", "C", "C", "C", "H", "H", "H", "H", "H", "H", "H", "H", "H", "H", "H", "H", "H", "H", "H", "H", "H", "H", "H", "H"], "xyz": [[-0.746, 1.613, -1.616], [0.940, -3.278, -4.383], [1.453, -2.087, -3.880], [0.598, -1.165, -3.304], [-0.771, -1.435, -3.227], [-1.290, -2.621, -3.755], [-0.429, -3.537, -4.327], [-1.581, -0.473, -2.585], [-2.790, -0.716, -2.462], [-3.598, 0.225, -1.801], [-4.940, -0.073, -1.708], [-5.785, 0.819, -1.053], [-5.250, 1.979, -0.523], [-3.890, 2.211, -0.658], [-3.069, 1.354, -1.276], [1.607, -4.005, -4.828], [2.511, -1.877, -3.960], [0.988, -0.221, -2.929], [-2.356, -2.797, -3.717], [-0.824, -4.454, -4.744], [-5.304, -0.989, -2.152], [-6.842, 0.607, -0.962], [-5.868, 2.704, -0.012], [-3.441, 3.112, -0.258], [-0.885, 8.335, -0.766], [-0.718, 7.179, -0.176], [-0.870, 5.920, -0.884], [-0.727, 4.774, -0.249], [-0.429, 4.817, 1.056], [-0.237, 6.062, 1.745], [-0.384, 7.195, 1.136], [-1.142, 8.424, -1.744], [-0.761, 9.195, -0.231], [-1.089, 5.914, -1.946], [-0.363, 3.875, 1.586], [0.022, 6.086, 2.798], [5.383, -0.647, 3.052], [3.914, -0.731, 3.454], [3.020, 0.354, 2.867], [2.983, 0.371, 1.309], [2.338, -0.817, 0.807], [1.042, -0.997, 0.563], [-0.141, 0.254, 0.714], [0.704, -2.282, 0.265], [-0.604, -2.821, 0.113], [-1.020, -3.563, 1.446], [-0.216, -4.824, 1.691], [1.185, -4.586, 2.268], [5.954, -1.452, 3.509], [5.829, 0.299, 3.360], [5.528, -0.719, 1.969], [3.835, -0.648, 4.541], [3.516, -1.730, 3.231], [3.379, 1.342, 3.164], [1.996, 0.246, 3.233], [3.997, 0.384, 0.910], [2.432, 1.241, 0.959], [2.939, -1.641, 0.773], [1.441, -2.989, 0.328], [-0.578, -3.543, -0.708], [-1.303, -2.016, -0.098], [-2.083, -3.787, 1.330], [-0.915, -2.863, 2.277], [-0.167, -5.437, 0.787], [-0.801, -5.429, 2.391], [1.971, -4.667, 1.505], [1.442, -5.350, 3.000], [1.259, -3.622, 2.782]], "nbo_charge": [1.381, -0.124, -0.207, -0.227, 0.109, -0.205, -0.162, -0.263, -0.103, 0.259, -0.159, -0.080, -0.199, 0.079, -0.609, 0.262, 0.252, 0.190, 0.259, 0.264, 0.278, 0.278, 0.274, 0.213, -0.510, 0.365, 0.115, -0.448, 0.116, 0.089, -0.335, 0.448, 0.470, 0.232, 0.219, 0.260, -0.619, -0.417, -0.380, -0.247, -0.354, 0.307, -0.291, -0.303, -0.243, -0.348, -0.441, -0.639, 0.259, 0.235, 0.183, 0.260, 0.183, 0.252, 0.219, 0.266, 0.237, 0.438, 0.446, 0.274, 0.250, 0.270, 0.228, 0.231, 0.283, 0.199, 0.287, 0.196]}

---

No. 3
{"formula": "C24H37AgAsN2O3SSi2", "method": "ωB97M-V/def2-TZVPD", "total_charge": -1, "homo_lumo_gap_ev": 6.86, "e_lumo_ha": 0.10021, "e_homo_ev": -4.1, "symbols": ["Ag", "C", "C", "C", "C", "C", "C", "C", "S", "O", "O", "N", "C", "C", "C", "C", "C", "C", "C", "C", "N", "C", "H", "H", "H", "H", "H", "H", "H", "H", "H", "H", "H", "H", "H", "C", "C", "O", "H", "H", "H", "H", "H", "H", "C", "Si", "C", "C", "As", "Si", "C", "C", "C", "H", "H", "H", "H", "H", "H", "H", "H", "H", "H", "H", "H", "H", "H", "H", "H", "H", "H"], "xyz": [[0.315, -1.162, -0.985], [0.456, 0.313, 5.776], [-0.232, -0.239, 4.557], [-0.870, 0.603, 3.653], [-1.440, 0.104, 2.490], [-1.375, -1.253, 2.224], [-0.747, -2.111, 3.117], [-0.187, -1.602, 4.276], [-2.104, -1.928, 0.740], [-1.225, -3.017, 0.366], [-3.473, -2.264, 1.060], [-1.919, -0.813, -0.368], [-2.813, 0.172, -0.679], [-3.956, 0.528, 0.020], [-4.765, 1.602, -0.394], [-4.467, 2.353, -1.496], [-3.315, 2.028, -2.250], [-2.932, 2.757, -3.400], [-1.815, 2.396, -4.093], [-1.075, 1.286, -3.634], [-1.394, 0.589, -2.578], [-2.495, 0.942, -1.865], [0.141, 1.337, 5.977], [1.538, 0.320, 5.628], [0.247, -0.291, 6.661], [-0.897, 1.670, 3.844], [-1.901, 0.776, 1.778], [-0.677, -3.165, 2.878], [0.324, -2.271, 4.961], [-4.240, -0.035, 0.897], [-5.644, 1.834, 0.195], [-5.087, 3.185, -1.804], [-3.539, 3.601, -3.709], [-1.486, 2.940, -4.970], [-0.176, 0.980, -4.165], [-2.077, -3.622, -4.307], [-1.603, -2.843, -3.095], [-0.176, -2.743, -3.051], [-3.165, -3.721, -4.294], [-1.637, -4.620, -4.316], [-1.797, -3.117, -5.235], [-1.883, -3.344, -2.170], [-2.045, -1.843, -3.068], [0.110, -2.121, -3.729], [5.186, -0.825, 1.041], [3.331, -1.092, 0.775], [3.011, -2.946, 0.889], [2.463, -0.306, 2.253], [2.667, -0.354, -1.325], [2.289, 1.872, -0.782], [0.736, 2.218, 0.233], [2.102, 2.844, -2.391], [3.750, 2.666, 0.122], [5.515, -1.213, 2.011], [5.434, 0.238, 0.998], [5.755, -1.330, 0.257], [3.356, -3.346, 1.848], [3.528, -3.482, 0.090], [1.942, -3.154, 0.793], [2.749, -0.832, 3.172], [1.380, -0.379, 2.144], [2.721, 0.749, 2.376], [-0.141, 1.814, -0.284], [0.592, 3.295, 0.375], [0.785, 1.743, 1.214], [1.237, 2.491, -2.957], [2.989, 2.726, -3.017], [1.961, 3.910, -2.188], [3.903, 2.238, 1.115], [3.587, 3.742, 0.241], [4.671, 2.523, -0.449]], "lowdin_charge": [0.511, -0.055, -0.293, -0.048, -0.062, -0.275, -0.058, -0.054, 0.538, -0.369, -0.317, -0.186, -0.284, -0.045, -0.093, -0.075, -0.169, -0.029, -0.065, -0.167, 0.093, -0.169, 0.071, 0.077, 0.074, 0.112, 0.102, 0.114, 0.113, 0.094, 0.098, 0.098, 0.109, 0.097, 0.102, -0.092, -0.328, -0.148, 0.071, 0.071, 0.067, 0.098, 0.088, 0.068, -0.249, 0.090, -0.251, -0.231, 0.582, 0.101, -0.230, -0.246, -0.246, 0.017, 0.002, 0.015, 0.019, 0.019, 0.003, 0.028, -0.002, 0.013, -0.002, 0.025, -0.004, -0.013, 0.017, 0.021, -0.002, 0.018, 0.020]}

---

No. 4
{"formula": "C3H10NO4", "method": "ωB97M-V/def2-TZVPD", "total_charge": -1, "homo_lumo_gap_ev": 7.96, "e_lumo_ha": 0.13719, "e_homo_ev": -4.2, "symbols": ["C", "N", "C", "O", "O", "C", "H", "H", "H", "H", "H", "H", "H", "H", "O", "H", "H", "O"], "xyz": [[-0.344, -1.250, 0.881], [-1.078, -0.668, -0.319], [-0.739, 0.708, -0.708], [0.404, 1.102, -0.887], [-1.735, 1.233, -1.201], [-0.356, -0.524, 2.205], [-0.839, -2.275, 0.957], [0.720, -1.268, 0.704], [-2.066, -0.927, -0.298], [0.672, -0.632, 2.606], [-1.147, -0.797, 2.999], [-0.527, 0.590, 1.920], [1.276, 2.073, 1.707], [1.644, 2.567, 0.179], [1.809, 2.602, 1.209], [0.890, -2.502, -0.870], [1.412, -2.052, -2.105], [1.291, -2.901, -1.601]], "nbo_charge": [-0.248, -0.710, 0.844, -0.802, -0.786, -0.636, 0.177, 0.184, 0.372, 0.201, 0.193, 0.218, 0.465, 0.528, -0.998, 0.472, 0.474, -0.948]}

---

No. 5
{"formula": "ClH2N2O", "method": "ωB97M-V/def2-TZVPD", "total_charge": -1, "homo_lumo_gap_ev": [6.43, 6.16], "e_lumo_ha": [0.16542, 0.09532], "spin_multiplicity": 3, "e_homo_ev": [-1.9, -3.6], "symbols": ["N", "N", "O", "Cl", "H", "H"], "xyz": [[2.226, 0.325, -0.288], [-1.327, -0.033, -0.069], [-1.258, -1.222, 0.051], [-3.113, 0.619, 0.185], [1.240, 0.533, -0.455], [2.233, -0.222, 0.577]], "nbo_charge": [-0.615, -0.096, -0.473, -0.426, 0.323, 0.286]}

---

No. 6
{"formula": "C6H11N", "method": "ωB97M-V/def2-TZVPD", "total_charge": 0, "homo_lumo_gap_ev": 9.28, "e_lumo_ha": 0.03261, "e_homo_ev": -8.4, "symbols": ["C", "C", "C", "C", "C", "C", "N", "H", "H", "H", "H", "H", "H", "H", "H", "H", "H", "H"], "xyz": [[-0.077, -1.424, -0.143], [0.378, 0.164, -0.002], [1.309, 0.598, -1.129], [1.069, 0.282, 1.354], [-0.890, 0.953, -0.025], [-2.042, 0.333, -0.046], [-3.180, -0.036, 0.190], [0.862, -1.975, -0.121], [-0.666, -1.772, 0.703], [-0.567, -1.614, -1.094], [2.306, 0.175, -1.013], [0.926, 0.261, -2.092], [1.402, 1.681, -1.171], [0.401, -0.031, 2.153], [1.369, 1.315, 1.529], [1.961, -0.343, 1.385], [-0.840, 2.032, -0.023], [-3.722, -0.600, -0.453]], "nbo_charge": [-0.618, -0.029, -0.605, -0.605, -0.448, 0.448, -0.651, 0.208, 0.216, 0.208, 0.207, 0.212, 0.210, 0.213, 0.205, 0.204, 0.244, 0.382]}

---

no.,E_tot (hartree)
1,-749.485998
2,-1962.489817
3,-4632.049565
4,-476.058611
5,-646.039179
6,-289.913902